Record 1
Density functional theory data (ωB97M-V/def2-TZVPD) for 2 unconnected molecules or ions with the total composition C2HFO2S in a non-equilibrium geometry.

```
7
Properties=species:S:1:pos:R:3
S 3.0719 -0.2010 -2.9679
F 4.4757 0.2018 -2.1116
O 2.6567 0.9851 -3.6471
O 3.4402 -1.3334 -3.7744
C 0.7894 -0.4069 -0.3928
C 0.7274 0.3158 -1.3590
H 0.1663 1.1712 -1.7605
```

Output
F_max = 3.3 eV/A
Total energy = -725.06766 a.u.
HOMO-LUMO gap (spin up / spin down) = 0.3063 / 0.2742 Eh
ΔE to the lowest compared entry with this formula, charge and spin = 4.391 eV

---

Record 2
Density functional theory data (ωB97M-V/def2-TZVPD) for a molecular structure, C2HFO2Zn in a non-equilibrium geometry.

```
7
Properties=species:S:1:pos:R:3
Zn -1.6129 0.0876 -1.1266
F 2.7819 0.2063 1.2107
O -0.3944 0.7770 0.1409
O -2.2008 -1.2206 -2.0636
C 0.5297 0.5373 0.8322
C 1.5047 0.0335 1.5604
H 1.2882 -0.3916 2.5408
```

Output
F_max = 2.3 eV/A
Total energy = -2106.27714 a.u.
HOMO-LUMO gap (spin up / spin down) = 0.2179 / 0.2179 Eh
ΔE to the lowest compared entry with this formula, charge and spin = 0.970 eV

---

Record 3
Density functional theory data (ωB97M-V/def2-TZVPD) for a molecular structure, C2HFOSm in a non-equilibrium geometry.

```
6
Properties=species:S:1:pos:R:3
Sm -0.6297 -0.6239 -2.0665
F 1.9147 -0.6186 0.3317
O -1.1816 0.8113 -0.2801
C 0.4891 -0.7438 0.0921
C -0.3678 0.1660 0.5851
H -0.2246 1.0090 1.3378
```

Output
F_max = 4.4 eV/A
Total energy = -909.69379 a.u.
HOMO-LUMO gap (spin up / spin down) = 0.1960 / 0.1991 Eh
Spin multiplicity = 7

---

Record 4
Density functional theory data (ωB97M-V/def2-TZVPD) for 2 unconnected molecules or ions with the total composition C2HIN2O in a non-equilibrium geometry.

```
7
Properties=species:S:1:pos:R:3
I 2.6819 1.6547 -0.7720
O -3.1914 -0.0826 -1.6920
N 1.6991 -0.1232 -0.3167
N 0.9480 -0.1692 0.6019
C 0.3499 -0.5137 1.5390
C -2.0805 -0.1208 -1.4728
H -0.4071 -0.6452 2.1127
```

Output
F_max = 5.7 eV/A
Total energy = -559.10199 a.u.
HOMO-LUMO gap = 0.2882 Eh
ΔE to the lowest compared entry with this formula, charge and spin = 2.560 eV

---

Record 5
Density functional theory data (ωB97M-V/def2-TZVPD) for a gas-phase ion, C2HIN2O (charge +2) in a non-equilibrium geometry.

```
7
Properties=species:S:1:pos:R:3
I 2.5022 -0.8113 1.6630
O -1.5635 -0.8599 -2.2008
N 0.3912 0.0006 1.1064
N -0.3619 0.7647 -1.0204
C 0.2278 0.4947 0.0315
C -1.0465 -0.1127 -1.5892
H -0.1493 0.5239 2.0095
```

Output
F_max = 5.3 eV/A
Total energy = -558.34883 a.u.
HOMO-LUMO gap (spin up / spin down) = 0.2615 / 0.2627 Eh
ΔE to the lowest compared entry with this formula, charge and spin = 0.417 eV
SMILES string = O=C=[N+]=C=[NH+]I
Charge = +2

---

Record 6
Density functional theory data (ωB97M-V/def2-TZVPD) for a molecular structure, C2HLaO3 in a non-equilibrium geometry.

```
7
Properties=species:S:1:pos:R:3
La 3.3780 -0.1572 -0.3929
O 1.0034 -0.4772 -0.9026
O 0.4950 -0.8854 0.4075
O -1.4569 1.0697 0.2611
C -0.6040 -0.2224 0.7528
C -1.7449 -0.7014 0.4469
H -1.0707 1.3738 -0.5728
```

Output
F_max = 4.5 eV/A
Total energy = -333.00949 a.u.
HOMO-LUMO gap (spin up / spin down) = 0.1647 / 0.1645 Eh
ΔE to the lowest compared entry with this formula, charge and spin = 10.303 eV
Charge = +2

---

Record 7
Density functional theory data (ωB97M-V/def2-TZVPD) for a molecular structure, C2HLiO2Tl in a non-equilibrium geometry.

```
7
Properties=species:S:1:pos:R:3
Tl 2.6517 1.7167 1.0526
O -2.6902 0.2172 0.3720
O 0.7969 -0.5375 -0.3843
C -1.6304 -0.4652 0.1246
C -0.5552 -0.1227 -0.6301
Li 2.1207 -1.1806 1.0655
H -0.6936 0.3722 -1.6004
```

Output
F_max = 5.9 eV/A
Total energy = -407.14828 a.u.
HOMO-LUMO gap (spin up / spin down) = 0.2100 / 0.2023 Eh
Spin multiplicity = 2

---

Record 8
Density functional theory data (ωB97M-V/def2-TZVPD) for a molecular structure, C2HN2O in a non-equilibrium geometry.

```
6
Properties=species:S:1:pos:R:3
O 0.6706 -1.5339 0.1245
N -1.3599 -0.8934 0.0303
N -1.6674 -2.1825 0.1560
C -0.0590 -0.4748 -0.0074
C -0.4910 -2.4658 0.1357
H 0.3353 0.5940 0.1002
```

Output
F_max = 6.1 eV/A
Total energy = -260.98804 a.u.
HOMO-LUMO gap (spin up / spin down) = 0.3055 / 0.2954 Eh
ΔE to the lowest compared entry with this formula, charge and spin = 3.689 eV
Charge = +1